Arrangement A

C4H8N4 | ωB97M-V/def2-TZVPD

Properties
E_LUMO   0.43 eV
SMILES   [H]/N=C(N)\C(C)=N\N=C
Highest occupied orbital energy   -9.12 eV

```
16
Properties=species:S:1:pos:R:3:nbo_charge:R:1
C 0.0700 1.6861 -0.1603 -0.68
C -0.1488 0.1782 -0.1612 0.20
C 2.6307 -0.5994 0.5045 -0.11
C -1.5516 -0.3288 -0.0340 0.37
H 0.3464 1.8699 0.8955 0.24
H -0.8405 2.1826 -0.4278 0.22
H 0.8182 2.0355 -0.8376 0.25
H 2.2002 -1.3400 1.3125 0.17
H 3.6346 -0.3663 0.3823 0.19
H -2.4720 -2.2284 -0.2312 0.41
H -0.7152 -2.0900 -0.3222 0.40
H -2.4253 1.3161 0.1528 0.33
N 0.6961 -0.6752 -0.6276 -0.26
N 1.9796 -0.2503 -0.5225 -0.24
N -1.5967 -1.7069 -0.1297 -0.82
N -2.6257 0.3167 0.2065 -0.68
```

=====

Arrangement B

C4H8N4 | ωB97M-V/def2-TZVPD

Properties
E_LUMO   0.55 eV
SMILES   [H]/N=C\N=C/N(C)/C=N\[H]
Highest occupied orbital energy   -9.60 eV

```
16
Properties=species:S:1:pos:R:3:nbo_charge:R:1
C 1.0563 1.5627 0.3838 -0.42
C 1.1338 -0.7376 -0.1614 0.29
C -0.9433 0.7260 -0.3682 0.33
C -1.7825 -1.3253 0.0472 0.25
H 1.8033 1.4494 1.3198 0.22
H 1.7647 2.0520 -0.5217 0.20
H 0.2721 2.5233 0.7710 0.22
H 0.6012 -1.4231 -0.7758 0.19
H 2.6220 -0.1037 0.6711 0.33
H -1.2120 1.8223 -0.6241 0.19
H -1.2635 -1.3310 1.0027 0.13
H -2.6883 -2.2840 -1.2436 0.33
N 0.3347 0.4762 0.0242 -0.53
N 2.3247 -0.9188 0.2359 -0.61
N -1.9276 -0.0411 -0.3485 -0.50
N -2.0958 -2.4473 -0.4125 -0.62
```

=====

Which of them is most stable? Easy: arrangement A.

=====

Arrangement A

C4H8N4 | ωB97M-V/def2-TZVPD

Properties
E_LUMO   1.11 eV
SMILES   C1=NNC[C@H]2CN2N1
Highest occupied orbital energy   -7.89 eV

```
16
Properties=species:S:1:pos:R:3:nbo_charge:R:1
C -0.5434 -1.4646 -0.0392 -0.25
C -1.0167 1.5938 0.0776 0.18
C 2.0225 -0.2868 -0.0638 -0.22
C 0.6143 -0.6168 0.4227 -0.13
H -0.8685 -2.1990 0.6808 0.19
H -0.2324 -1.9858 -0.9693 0.20
H -2.5795 -1.1738 0.0337 0.36
H -1.4282 2.5540 0.3423 0.18
H 0.7041 2.4158 -0.6729 0.37
H 2.5107 -0.8502 -0.8386 0.21
H 2.6370 0.2757 0.6333 0.21
H 0.5413 -0.2529 1.4556 0.20
N -1.7908 -0.6857 -0.4113 -0.43
N -1.8864 0.6422 0.0028 -0.31
N 0.4361 1.6199 -0.0557 -0.50
N 0.8799 0.4142 -0.5979 -0.28
```

=====

Arrangement B

C4H8N4 | ωB97M-V/def2-TZVPD

Properties
E_LUMO   1.14 eV
SMILES   N/N=C/N=C/N1CC1
Highest occupied orbital energy   -8.77 eV

```
16
Properties=species:S:1:pos:R:3:nbo_charge:R:1
C -1.5811 -0.7051 -0.1663 0.21
C 0.4450 -0.0037 -0.5847 0.30
C 2.4340 -0.6011 0.4697 -0.25
C 2.5588 0.8287 0.1566 -0.24
H -3.9369 -0.1430 -0.6250 0.34
H -3.9186 1.1696 0.3683 0.36
H -2.1040 -1.6046 -0.4101 0.16
H -0.1393 0.8442 -1.0257 0.18
H 1.7410 -0.8281 1.2816 0.22
H 3.1773 -1.3853 0.3446 0.21
H 1.9763 1.4541 0.8382 0.20
H 3.4466 1.2877 -0.2326 0.21
N -3.5603 0.2173 0.2147 -0.67
N -2.1271 0.4193 0.0701 -0.31
N -0.2003 -0.9051 0.0040 -0.49
N 1.7888 -0.0448 -0.7035 -0.41
```

=====

Which of them is most stable? Easy: arrangement B.

=====

Arrangement A

C4H8N4 | ωB97M-V/def2-TZVPD

Properties
E_LUMO   -0.73 eV
Highest occupied orbital energy   -9.02 eV

```
16
Properties=species:S:1:pos:R:3:nbo_charge:R:1
C -1.4385 -1.0676 0.4096 -0.29
C -0.0836 -0.4570 0.2355 0.21
C 1.8752 0.4984 -0.0217 0.04
C 0.4630 0.8358 0.4908 -0.21
H -3.2295 -0.9003 -1.1167 0.34
H -1.0492 0.2772 -1.4256 0.28
H -1.3136 -2.2056 0.2334 0.27
H -1.4968 -0.5719 1.6200 0.18
H 2.6436 1.1439 -0.3473 0.20
H 0.5948 0.9600 1.6604 0.28
H -1.3801 2.1067 0.5011 0.42
H -0.5144 1.9298 -1.1145 0.38
N -2.2438 -0.0470 -0.3648 -0.74
N 0.8049 -1.3167 -0.1004 -0.30
N 1.9977 -0.7792 -0.3788 -0.21
N -0.4374 1.9147 -0.1126 -0.85
```

=====

Arrangement B

C4H8N4 | ωB97M-V/def2-TZVPD

Properties
E_LUMO   0.65 eV
SMILES   [H]/N=C1/NN[C@H]2C[C@@]12N
Highest occupied orbital energy   -8.51 eV

```
16
Properties=species:S:1:pos:R:3:nbo_charge:R:1
C 0.0649 0.4345 0.0642 -0.03
C 0.2522 0.0195 1.3852 -0.42
C -1.0920 -0.1554 0.7312 -0.06
C 0.3711 -0.4961 -1.0179 0.35
H 1.6329 2.2021 0.6447 0.42
H 0.1895 2.4279 -0.6510 0.39
H 0.2422 0.7553 2.1064 0.22
H 0.8474 -0.8734 1.5875 0.22
H -1.9109 0.6688 1.0472 0.22
H -1.0797 -2.3150 0.6000 0.36
H -0.7961 -2.0217 -1.8433 0.40
H 1.4116 0.8055 -1.5064 0.38
N 0.8383 1.7615 -0.2091 -0.87
N -1.5700 -1.4624 -0.0164 -0.41
N -0.4429 -1.5700 -0.9710 -0.50
N 1.0417 -0.1813 -1.9514 -0.67
```

=====

Which of them is most stable? Easy: arrangement B.

=====

Arrangement A

C4H8N4 | ωB97M-V/def2-TZVPD

Properties
E_LUMO   0.42 eV
SMILES   CN(C)/C(N)=N/C#N
Highest occupied orbital energy   -9.10 eV

```
16
Properties=species:S:1:pos:R:3:nbo_charge:R:1
C 1.6308 -1.5475 -0.0443 -0.40
C 2.2465 0.8694 0.1269 -0.42
C 0.0084 0.1436 -0.0427 0.65
C -2.1412 -0.3992 0.0674 0.41
H 1.4584 -1.8013 1.0706 0.18
H 2.6099 -1.7505 -0.0365 0.21
H 0.9024 -1.8678 -0.6904 0.25
H 2.0017 1.3948 1.1253 0.19
H 3.4963 0.5426 -0.0297 0.23
H 2.2188 1.6703 -0.6324 0.20
H 0.3549 2.2229 0.1004 0.41
H -1.4410 1.5658 0.0403 0.44
N 1.3134 -0.1480 -0.1239 -0.42
N -0.4000 1.4888 -0.1326 -0.85
N -0.8846 -0.7810 -0.0346 -0.65
N -3.1814 -0.0419 0.0639 -0.43
```

=====

Arrangement B

C4H8N4 | ωB97M-V/def2-TZVPD

Properties
E_LUMO   0.77 eV
SMILES   [H]/N=C\N/C(C)=N/N=C
Highest occupied orbital energy   -9.05 eV

```
16
Properties=species:S:1:pos:R:3:nbo_charge:R:1
C -0.5402 2.0784 -0.0003 -0.68
C 0.0875 0.7122 0.0121 0.46
C 2.3199 -0.4241 -0.0431 0.26
C -2.6309 -1.2384 -0.0326 -0.07
H -1.2180 2.1505 -0.8507 0.25
H 0.1973 2.8930 -0.0551 0.21
H -1.1263 2.2511 0.8882 0.25
H 1.9165 1.5895 0.0451 0.40
H 3.3801 -0.1333 -0.1617 0.17
H 0.9927 -1.7556 0.1664 0.37
H -2.1538 -2.2216 -0.0962 0.17
H -3.7308 -1.1528 -0.0241 0.18
N 1.4679 0.6962 -0.0050 -0.61
N 2.0083 -1.6599 0.0285 -0.65
N -0.5875 -0.3772 0.0319 -0.41
N -1.9853 -0.1433 0.0120 -0.29
```

=====

Arrangement C

C4H8N4 | ωB97M-V/def2-TZVPD

Properties
E_LUMO   0.73 eV
SMILES   [H]/N=C(/N)[C@H]1/C(=N\[H])[C@@H]1N
Highest occupied orbital energy   -9.18 eV

```
16
Properties=species:S:1:pos:R:3:nbo_charge:R:1
C 1.4269 -0.5234 0.1407 0.45
C -0.5018 0.6810 -0.4708 0.27
N 2.3729 0.3574 0.5511 -0.81
N -2.6392 -0.2543 0.1914 -0.82
C 0.0129 -0.1422 0.5384 -0.40
C -1.2933 -0.4904 -0.3707 -0.08
N 1.7168 -1.6243 -0.4440 -0.71
N -0.4450 1.8008 -1.0628 -0.58
H 3.3137 -0.0199 0.5348 0.40
H 2.1729 0.9294 1.3619 0.39
H 0.8850 -2.1721 -0.6726 0.34
H 0.3729 2.3186 -0.7234 0.34
H -2.7378 0.7185 0.4978 0.37
H -3.3405 -0.3487 -0.5457 0.37
H -0.1089 0.0323 1.5996 0.25
H -1.2074 -1.2627 -1.1256 0.23
```

=====

Which of them is most stable? Easy: arrangement B.

=====

Arrangement A

C2H4N2O2 | ωB97M-V/def2-TZVPD

Properties
E_LUMO   -0.01 eV
SMILES   O/N=C\C=N\O
Highest occupied orbital energy   -9.68 eV

```
10
Properties=species:S:1:pos:R:3:nbo_charge:R:1
C 0.3888 0.9281 0.0559 -0.01
C -1.0593 0.9811 0.0212 -0.08
H 2.5987 -1.1825 0.2061 0.49
H 0.8502 1.9058 0.1148 0.20
H -1.4715 1.9638 -0.0499 0.20
H -0.3337 -1.2328 -0.0468 0.47
N 1.0113 -0.2090 -0.0745 -0.16
N -1.8750 0.0121 -0.0572 -0.02
O 2.3759 -0.1896 -0.0213 -0.53
O -1.3227 -1.2518 0.0506 -0.55
```

=====

Arrangement B

C2H4N2O2 | ωB97M-V/def2-TZVPD

Properties
E_LUMO   0.52 eV
SMILES   [H]/N=C\NOC=O
Highest occupied orbital energy   -9.39 eV

```
10
Properties=species:S:1:pos:R:3:nbo_charge:R:1
C 1.6795 0.4511 -0.0295 0.23
C -1.8455 -0.4951 -0.0030 0.61
H 1.3093 -1.1762 0.5202 0.33
H 2.1017 1.4300 -0.0240 0.17
H -0.2125 1.3956 0.0543 0.38
H -2.4298 -1.4290 -0.5464 0.15
N 2.3011 -0.5816 0.2717 -0.61
N 0.2074 0.5736 -0.2751 -0.35
O -0.4338 -0.5294 -0.2777 -0.35
O -2.6774 0.3610 0.3095 -0.55
```

=====

Arrangement C

C2H4N2O2 | ωB97M-V/def2-TZVPD

Properties
E_LUMO   0.53 eV
SMILES   C=NO/C=N\O
Highest occupied orbital energy   -9.84 eV

```
10
Properties=species:S:1:pos:R:3:nbo_charge:R:1
C 0.6990 0.5083 -0.6827 0.25
C -1.6335 0.1269 0.5407 -0.15
H 1.4949 -1.3834 0.2907 0.46
H 0.1649 1.4051 -0.9792 0.19
H -2.6264 0.1709 0.9515 0.21
H -0.8157 0.6794 1.0431 0.19
N 1.8847 0.5062 -0.1828 -0.12
N -1.3997 -0.6277 -0.4918 -0.07
O 2.2529 -0.7308 0.3454 -0.55
O -0.0211 -0.6548 -0.8349 -0.41
```

=====

Which of them is most stable? Easy: arrangement A.

=====

Arrangement A

C2H4N2O2 | ωB97M-V/def2-TZVPD

Properties
E_LUMO   0.61 eV
SMILES   N/N=C\OC=O
Highest occupied orbital energy   -9.56 eV

```
10
Properties=species:S:1:pos:R:3:nbo_charge:R:1
C -0.0613 -0.7202 0.0015 0.29
C 1.8882 0.3858 -0.0153 0.62
H -2.9608 0.2524 -0.2390 0.36
H -1.6626 1.1599 0.1257 0.35
H 0.5754 -1.5539 -0.2581 0.20
H 2.4844 1.3700 0.0391 0.15
N -2.0726 0.2232 0.3067 -0.68
N -1.2957 -0.9353 -0.0641 -0.23
O 0.5697 0.4895 -0.1262 -0.50
O 2.5352 -0.6714 0.2297 -0.58
```

=====

Arrangement B

C2H4N2O2 | ωB97M-V/def2-TZVPD

Properties
E_LUMO   0.57 eV
SMILES   NC(=O)NC=O
Highest occupied orbital energy   -10.34 eV

```
10
Properties=species:S:1:pos:R:3:nbo_charge:R:1
N 1.8117 -0.0568 -0.0780 -0.83
C 0.5725 -0.2629 0.4659 0.79
O 0.3865 -0.7990 1.5385 -0.62
N -0.4788 0.1765 -0.3500 -0.67
C -1.8232 0.0348 -0.0636 0.54
O -2.6674 0.4219 -0.8394 -0.57
H 2.5940 -0.2345 0.5332 0.41
H 1.9615 0.5708 -0.8518 0.39
H -0.3232 0.5950 -1.2566 0.41
H -2.0337 -0.4457 0.9018 0.15
```

=====

Arrangement C

C2H4N2O2 | ωB97M-V/def2-TZVPD

Properties
E_LUMO   0.63 eV
SMILES   NN(C=O)C=O
Highest occupied orbital energy   -9.90 eV

```
10
Properties=species:S:1:pos:R:3:nbo_charge:R:1
C 1.0354 -0.6637 -0.1073 0.53
C -1.2775 -0.5739 0.0140 0.48
H 1.2739 1.5560 0.1219 0.42
H -0.3083 1.8874 0.5488 0.36
H 0.8503 -1.7487 -0.1150 0.13
H -1.5104 -1.7135 -0.0356 0.18
N 0.1753 1.2177 -0.2126 -0.64
N -0.0389 -0.0124 0.2191 -0.33
O 2.0894 -0.0968 -0.1898 -0.57
O -2.2892 0.1480 -0.2435 -0.55
```

=====

Arrangement D

C2H4N2O2 | ωB97M-V/def2-TZVPD

Properties
E_LUMO   -0.65 eV
Highest occupied orbital energy   -8.85 eV

```
10
Properties=species:S:1:pos:R:3:nbo_charge:R:1
C -1.5264 -0.2998 0.0646 -0.67
C -0.3391 0.5482 -0.2300 -0.03
N 0.8535 0.0643 -0.1071 0.06
N 2.5354 0.8682 0.0415 0.31
O 1.1989 -1.1070 0.0681 -0.47
O 3.1460 -0.0961 0.1222 -0.11
H -1.2803 -0.9568 0.9030 0.24
H -2.3826 0.3165 0.3211 0.22
H -1.7857 -0.9444 -0.7761 0.23
H -0.4197 1.6068 -0.4072 0.20
```

=====

Which of them is most stable? Easy: arrangement B.